1.
2 unconnected molecules or ions with the total composition C7H16NO2P, computed with ωB97M-V/def2-TZVPD.

Last column: Löwdin charge in e.
Element x y z (Å)
C 1.9324 -0.4043 1.7221  -0.23
C 1.9540 0.8164 0.8576  -0.19
C 1.3952 -1.4762 0.8713  -0.23
C 0.6001 1.3119 0.2990  -0.23
C 0.0700 -1.0217 0.4077  -0.24
C 0.0438 0.2205 -0.4573  -0.21
C -2.0125 0.3083 -0.6763  -0.29
N -2.4449 1.6676 -1.0946  0.01
O -2.3776 -2.3729 -1.2977  -0.38
O -3.4704 -0.8591 -2.8451  -0.18
P -2.1761 -1.0084 -1.9198  0.59
H 2.9018 -0.5972 2.1109  0.11
H 1.2921 -0.3260 2.5285  0.09
H 2.4430 1.7420 1.3218  0.13
H 2.6661 0.5747 0.0420  0.12
H 1.9824 -1.5334 -0.0845  0.13
H 1.5113 -2.4651 1.3494  0.13
H -0.1632 1.6174 1.0611  0.14
H 0.7531 2.2381 -0.3358  0.13
H -0.4829 -1.7723 -0.0757  0.06
H -0.6091 -0.8590 1.3429  0.16
H 0.3991 0.1727 -1.4959  0.12
H -2.4822 -0.0212 0.2351  0.09
H -1.7195 2.2026 -0.6416  0.05
H -2.3648 1.6515 -2.0715  0.03
H -1.0982 -0.9167 -2.7242  0.04
H -4.0755 -1.5782 -2.6925  0.07

Cartesian forces, eV/Å:
0.88 0.58 -0.96
1.43 3.13 0.27
1.65 -1.42 -1.61
0.07 2.60 0.14
-2.46 -0.24 1.49
-4.24 -1.81 -0.49
2.54 0.68 -1.58
0.38 -2.09 2.15
1.10 1.35 -0.24
0.62 2.05 -0.96
-2.44 -3.02 2.71
1.03 -0.23 0.25
-1.39 0.53 1.97
-0.57 -1.32 -0.13
-0.61 0.24 -0.04
0.11 -0.22 0.80
-0.76 0.30 -0.24
1.01 -0.27 0.00
0.03 -0.90 0.66
-0.43 -1.37 -0.77
1.09 0.21 -1.37
0.01 -0.43 0.37
0.19 -0.13 0.48
-0.12 1.05 -0.51
0.27 0.91 -1.59
0.85 0.41 -1.10
-0.24 -0.61 0.31

Computed properties:
**Kohn-Sham gap**: 0.35593 hartree
**Relative energy (zero: lowest compared OMol25 entry of this formula, charge and spin)**: 1.790 eV
**E_HOMO**: -8.910 eV
**Calculated total energy**: -22391.21423 eV

***

2.
2 unconnected molecules or ions with the total composition C3H2FN, computed with ωB97M-V/def2-TZVPD.

Last column: Löwdin charge in e.
Element x y z (Å)
C 0.3456 0.8585 2.2030  0.14
C -0.1985 0.6114 1.1803  -0.21
F -0.9404 0.4093 0.1457  0.08
H 1.0928 1.0683 2.7753  -0.03
C -0.1265 -1.0054 -2.1089  -0.12
N -0.2666 -0.9140 -3.2206  0.05
H 0.0935 -1.0280 -0.9748  0.09

Cartesian forces, eV/Å:
-2.71 -0.96 -2.79
-1.33 -0.05 -1.11
0.13 0.13 0.57
3.76 1.13 3.64
1.20 -0.25 5.42
-0.48 0.16 -2.86
-0.58 -0.16 -2.87

Computed properties:
**Kohn-Sham gap**: 0.43536 hartree
**Relative energy (zero: lowest compared OMol25 entry of this formula, charge and spin)**: 3.223 eV
**E_HOMO**: -11.321 eV
**Calculated total energy**: -7346.49257 eV
**Structure (SMILES)**: C#CF.C#N

***

3.
3 unconnected molecules or ions with the total composition C10H11NO4, computed with ωB97M-V/def2-TZVPD.

Last column: Löwdin charge in e.
Element x y z (Å)
C 4.1642 2.7437 -0.8045  0.11
C 4.1255 3.1247 0.4521  -0.11
C 5.3117 -1.6633 -0.1414  -0.43
C 3.6823 1.3238 -1.0394  -0.47
C 3.5116 2.0528 1.3971  -0.14
C 2.9773 1.1016 0.3162  -0.16
C -5.3427 -1.8435 -0.4672  -0.13
C -4.1032 -1.4996 -1.2610  -0.10
C -5.2897 -0.7969 0.7242  -0.12
C -3.2208 -0.7463 -0.2817  -0.52
N 3.7825 0.4624 -1.8539  0.24
O 4.6267 -1.1301 0.6086  0.18
O 6.0332 -2.2009 -0.8491  0.23
O -3.9777 -0.2339 0.6742  0.04
O -2.0436 -0.8240 -0.4484  0.12
H 4.3393 1.7541 1.9620  0.08
H 2.6650 2.4130 2.1258  0.15
H 1.9617 1.2852 -0.0620  0.13
H 2.8877 -0.0157 0.4689  0.11
H -6.2244 -1.9759 -1.0642  0.10
H -5.1078 -2.8199 -0.1570  0.09
H -3.4611 -2.3762 -1.4869  0.13
H -4.2315 -0.8332 -2.1365  0.14
H -6.1266 -0.0820 0.8500  0.12
H -5.4030 -1.3032 1.7576  0.14
H 4.4635 4.0831 0.7166  0.08

Cartesian forces, eV/Å:
0.01 -0.60 -0.31
-1.15 -0.72 0.02
0.29 -0.05 0.01
0.64 2.50 2.57
-2.20 1.99 -1.16
-1.59 -2.40 -0.37
0.62 1.10 0.08
0.58 0.27 -0.48
-1.18 -2.00 1.49
-1.05 -2.26 -2.30
0.33 -2.03 -2.41
-0.59 0.30 1.03
0.76 -0.66 -0.99
0.23 1.32 1.42
0.99 1.58 1.47
0.98 -1.25 1.03
1.65 -0.49 -1.47
-0.10 0.78 0.89
0.51 1.58 0.41
-0.69 0.68 -0.02
-0.12 -1.26 1.24
-0.80 0.52 -0.47
-0.06 -0.56 0.27
0.88 0.32 -1.08
0.61 0.29 -1.63
0.44 1.05 0.72

Computed properties:
**Kohn-Sham gap (spin up / spin down)**: 0.30610 / 0.34006 hartree
**Relative energy (zero: lowest compared OMol25 entry of this formula, charge and spin)**: 6.315 eV
**E_HOMO (spin up / spin down)**: -9.166 / -9.592 eV
**Calculated total energy**: -20222.96601 eV

***

4.
A molecular structure, C18H35F6GaGeN5PSe, computed with ωB97M-V/def2-TZVPD.

Last column: Löwdin charge in e.
Element x y z (Å)
Ga 1.9111 -1.7507 -0.4194  0.41
C 0.4985 -2.5818 4.3500  0.03
N 0.6222 -1.4845 3.3797  -0.07
C 1.0563 -0.1990 3.9365  0.02
C 0.3874 -1.6563 2.1010  -0.40
N 0.7291 -0.7768 1.1317  0.02
N -0.3320 -2.7889 1.7675  0.20
C -0.3053 -3.5080 0.5975  -0.41
N -1.1366 -4.5393 0.5315  0.25
N 0.4874 -3.1592 -0.3857  0.10
H 1.1505 -2.3678 5.1924  0.12
H 0.8254 -3.5271 3.9203  0.11
H -0.5209 -2.6729 4.7344  0.12
H 0.6351 -0.0985 4.9340  0.12
H 0.6936 0.6290 3.3315  0.06
H 2.1400 -0.1512 4.0207  0.10
H 1.4423 -0.1496 1.5052  0.04
H -0.8463 -3.2119 2.5258  0.16
H -1.7333 -4.8199 1.2952  0.15
H -1.1582 -5.1451 -0.2747  0.15
H 0.4400 -3.7878 -1.1790  0.11
Se 3.1106 -1.8390 -2.5086  1.17
C 1.8332 -1.5977 -3.8502  -0.56
C 0.4644 -1.3393 -3.6100  -0.12
C -0.3759 -1.1240 -4.6701  -0.02
C 0.1278 -1.1610 -5.9833  0.04
C 1.4791 -1.4186 -6.2279  0.00
C 2.3336 -1.6424 -5.1754  -0.07
H 0.0900 -1.3121 -2.5929  0.07
H -1.4274 -0.9297 -4.5070  0.13
H -0.5407 -0.9876 -6.8168  0.14
H 1.8501 -1.4416 -7.2435  0.14
H 3.3805 -1.8568 -5.3534  0.12
C -2.6160 3.4849 1.4002  -0.08
C -3.4733 2.4872 2.1703  -0.23
C -3.5200 1.1221 1.4909  -0.26
C -2.2148 0.3375 1.6544  -0.30
Ge -0.6756 1.1491 0.7164  1.12
C -0.6269 1.3800 -1.2477  -0.30
C -1.1586 2.7414 -1.7120  -0.28
C -0.2990 3.9235 -1.2787  -0.28
C -0.8664 5.2566 -1.7423  -0.08
H -2.4793 4.4112 1.9545  0.11
H -3.0697 3.7262 0.4386  0.09
H -1.6019 3.0806 1.2038  -0.01
H -4.4876 2.8797 2.2464  0.13
H -3.1026 2.3770 3.1931  0.12
H -3.7585 1.2517 0.4311  0.12
H -4.3186 0.5180 1.9256  0.12
H -2.3193 -0.6640 1.2278  0.06
H -1.9584 0.2493 2.7133  0.07
H 0.3758 1.9456 1.5019  0.02
H -1.2264 0.5716 -1.6747  0.06
H 0.4123 1.2458 -1.5638  0.07
H -2.1850 2.8824 -1.3651  0.10
H -1.1993 2.7181 -2.8041  0.13
H 0.7133 3.8050 -1.6781  0.12
H -0.1935 3.9333 -0.1856  0.08
H -0.9124 5.3001 -2.8320  0.09
H -0.2470 6.0832 -1.4016  0.09
H -1.8840 5.4112 -1.3787  0.08
F 2.8934 -2.3970 1.1675  -0.19
P 4.4090 -1.2855 1.2283  0.31
F 4.6936 -1.9656 -0.1864  -0.17
F 3.2714 -0.2755 0.3068  -0.23
F 5.1259 -2.3901 2.0186  0.00
F 5.5020 -0.2223 1.1138  0.01
F 3.6856 -0.6754 2.4904  -0.08

Cartesian forces, eV/Å:
-0.69 -0.30 1.60
-0.09 -0.24 0.21
0.01 -0.05 -0.21
0.12 0.27 0.10
-0.27 -0.05 0.38
0.54 0.55 -1.03
0.06 -0.10 0.06
-0.10 0.10 -0.14
0.01 -0.07 0.05
0.62 0.34 -0.41
0.02 0.07 -0.03
0.02 0.05 -0.06
0.00 0.08 -0.04
-0.10 -0.04 -0.03
0.01 -0.03 0.02
-0.01 -0.06 -0.04
0.03 -0.11 0.10
0.00 0.00 0.05
0.01 0.07 0.04
0.07 0.01 -0.05
0.00 -0.02 0.00
-0.57 0.20 -0.38
0.37 -0.07 0.58
-0.14 0.02 -0.07
-0.02 -0.03 0.16
0.05 0.01 -0.04
0.06 -0.02 -0.03
0.08 -0.04 -0.15
-0.06 0.02 -0.05
0.00 0.01 -0.01
-0.01 0.00 0.01
0.01 -0.02 0.00
0.00 0.04 0.00
-0.39 -0.24 0.10
0.07 0.04 -0.10
-0.10 0.10 0.11
0.49 0.22 -0.37
-0.39 -0.18 -0.05
-0.07 -0.43 0.53
0.07 0.19 -0.03
0.10 -0.01 0.10
-0.10 -0.02 -0.15
0.19 0.01 -0.02
0.07 0.01 0.01
0.02 0.26 0.04
0.02 0.03 0.02
-0.04 0.01 0.01
-0.05 -0.07 -0.01
-0.01 0.02 -0.04
0.03 -0.01 0.02
0.02 -0.05 -0.01
-0.05 -0.11 -0.02
0.01 -0.02 0.03
0.03 0.04 0.00
0.01 -0.05 -0.08
-0.06 -0.01 0.01
0.00 -0.06 0.02
0.01 0.03 -0.07
0.05 0.01 0.01
-0.03 0.03 0.01
0.04 0.02 0.09
-0.07 -0.14 -0.66
-0.33 0.02 -0.22
0.19 0.04 0.18
-0.04 -0.27 -0.25
0.06 0.02 0.06
0.07 0.03 0.05
0.14 0.00 0.08

Computed properties:
**Kohn-Sham gap (spin up / spin down)**: 0.31483 / 0.23522 hartree
**E_HOMO (spin up / spin down)**: -18.002 / -18.350 eV
**Calculated total energy**: -226497.24959 eV
**Multiplicity**: 2
**Expectation value of S²**: 0.771
**Charge**: +3

***

5.
2 unconnected molecules or ions with the total composition C2H6N4O2S, computed with ωB97M-V/def2-TZVPD.

Last column: Löwdin charge in e.
Element x y z (Å)
C 2.6441 0.0250 -0.4941  -0.21
C -2.9212 0.6119 0.1529  -0.10
N 2.7085 -0.5634 0.8617  -0.02
N -2.3936 -0.5910 -0.2936  -0.05
N 1.6023 -0.7925 -0.0264  -0.27
N -2.6492 -0.5998 0.9300  0.16
O 0.6461 1.6008 0.3892  -0.45
O -0.5920 -0.1919 -0.7363  -0.46
S 0.2681 0.2139 0.4794  0.77
H 2.4574 1.0575 -0.6873  0.09
H 3.3727 -0.4864 -1.0555  0.09
H -2.1662 1.3417 0.4046  0.09
H -3.9489 0.9091 0.2090  0.11
H 3.2794 -1.3564 0.9925  0.07
H -2.3076 -1.1783 -1.1260  0.20

Cartesian forces, eV/Å:
1.55 -1.27 0.95
0.40 1.67 2.17
-1.24 3.49 0.84
-0.32 -0.22 0.30
-0.70 -1.22 -0.29
-0.04 -1.68 -0.62
0.36 1.44 -0.13
0.75 0.27 -0.80
-1.22 -1.81 0.53
0.19 0.63 0.50
0.36 -0.28 -1.61
-0.08 0.60 -0.73
-0.51 -0.12 -0.99
0.59 -1.26 -0.65
-0.10 -0.24 0.55

Computed properties:
**Kohn-Sham gap (spin up / spin down)**: 0.28903 / 0.28892 hartree
**Relative energy (zero: lowest compared OMol25 entry of this formula, charge and spin)**: 5.464 eV
**E_HOMO (spin up / spin down)**: -8.567 / -8.566 eV
**Calculated total energy**: -23053.83631 eV

***

6.
A molecular structure, C2H3Br3S, computed with ωB97M-V/def2-TZVPD.

Last column: Löwdin charge in e.
Element x y z (Å)
C -0.7471 -0.1255 1.1258  -0.46
C 0.5877 0.7375 -1.0176  -1.73
S -0.9033 -1.7222 0.5610  0.67
Br 2.3984 0.3716 -0.6055  0.57
Br 0.0848 2.6134 -1.0405  0.53
Br -0.1642 -0.3627 -2.3704  0.57
H -0.1261 0.0153 1.9640  0.01
H -1.5069 0.4982 0.7496  -0.01
H 0.3767 -2.0255 0.6336  -0.14

Cartesian forces, eV/Å:
0.55 -0.96 -1.85
-0.77 0.24 0.77
-0.78 -0.42 0.03
-0.19 0.12 -0.14
0.34 -0.91 -0.18
0.32 0.60 0.22
0.58 0.77 0.64
-0.74 0.95 0.30
0.68 -0.39 0.22

Computed properties:
**Kohn-Sham gap (spin up / spin down)**: 0.29790 / 0.25621 hartree
**Relative energy (zero: lowest compared OMol25 entry of this formula, charge and spin)**: 3.036 eV
**E_HOMO (spin up / spin down)**: -8.356 / -7.849 eV
**Calculated total energy**: -223081.65827 eV